[1]
{"formula": "C2H12N2O3", "method": "ωB97M-V/def2-TZVPD", "symbols": ["C", "C", "N", "N", "H", "H", "H", "H", "H", "H", "H", "H", "O", "H", "H", "O", "H", "H", "O"], "coordinates": [[0.29676, 1.15037, -0.74547], [-0.74806, 0.33184, -0.47778], [-1.59601, -0.27701, -1.36476], [1.06875, 1.60156, 0.38115], [0.51684, 1.64374, -1.72427], [-1.01101, -0.02878, 0.64509], [-2.07909, -1.08533, -0.99746], [-1.20539, -0.31835, -2.28772], [0.94465, 1.00700, 1.17579], [1.04836, 2.57343, 0.51254], [-2.16860, 0.77643, 2.21862], [-1.70811, 1.80189, 3.13300], [-1.55870, 1.46033, 2.33856], [3.08987, -1.35845, -0.07308], [1.84504, -0.22132, 0.16496], [2.25230, -1.07812, 0.50273], [0.31757, -1.97401, -0.71722], [0.56430, -3.44617, -1.25633], [0.13052, -2.55903, -1.42834]], "orbital_gap_ev": 7.897, "homo_ha": -0.26535, "smiles": "N/C=C/N.O.O.O"}

=====

[2]
{"formula": "C2H12N3O2", "method": "ωB97M-V/def2-TZVPD", "symbols": ["C", "N", "C", "N", "N", "H", "H", "H", "H", "H", "H", "H", "H", "H", "H", "O", "H", "H", "O"], "coordinates": [[0.28137, -1.80076, 0.93485], [-0.51497, -1.02352, -0.02169], [0.01311, -0.42088, -1.05882], [-0.73251, -0.21044, -2.15297], [1.31916, -0.12511, -1.18089], [-0.04333, -2.82421, 0.86115], [0.19828, -1.45339, 1.94895], [1.31789, -1.77039, 0.64681], [-1.47991, -0.89919, 0.23633], [-1.66970, -0.56378, -2.25073], [-0.42428, 0.42770, -2.86174], [1.82464, -0.31130, -2.02805], [1.77614, 0.22103, -0.34476], [-0.90140, 1.99246, 1.00622], [-2.17733, 1.80583, 1.78711], [-1.70665, 1.45163, 1.02272], [0.69925, 0.76176, 2.02339], [1.89863, 1.79386, 2.12706], [1.24716, 1.39400, 1.54183]], "orbital_gap_ev": 11.771, "homo_ha": -0.53590, "charge": 1}

=====

[3]
{"formula": "C2H12N4O", "method": "ωB97M-V/def2-TZVPD", "symbols": ["C", "N", "O", "H", "H", "H", "H", "H", "C", "N", "N", "N", "H", "H", "H", "H", "H", "H", "H"], "coordinates": [[-0.46933, 2.06330, -2.24162], [-1.57669, 1.48998, -1.78861], [0.11173, 2.57580, -0.40022], [0.69362, 1.83529, -0.11350], [-1.46167, 0.48017, -1.71011], [-0.90747, 2.11239, -0.44700], [0.40895, 1.51417, -2.58890], [-0.55276, 3.08543, -2.60069], [-0.26119, -2.25968, 1.94586], [0.30063, -0.80397, 0.08923], [0.46943, -2.07744, 0.69739], [1.30015, 0.13124, 0.47701], [-0.59770, -0.39203, 0.34533], [0.20579, -2.77571, 0.01204], [2.15513, -0.12108, -0.00768], [1.49522, 0.08269, 1.47828], [-1.34435, -2.09314, 1.84734], [-0.09569, -3.27522, 2.30506], [0.12622, -1.57216, 2.70078]], "orbital_gap_ev": 9.780, "homo_ha": -0.32919, "smiles": "CNNN.C=N.O"}

=====

[4]
{"formula": "C2H12N4O4Rb", "method": "ωB97M-V/def2-TZVPD", "symbols": ["Rb", "C", "O", "N", "N", "H", "H", "H", "H", "C", "O", "N", "N", "H", "H", "H", "H", "O", "H", "H", "O", "H", "H"], "coordinates": [[0.60895, -1.95440, 0.04416], [-2.68622, 0.27740, 1.39511], [-1.80145, -0.38843, 0.85853], [-3.73126, -0.29314, 2.07385], [-2.80494, 1.63225, 1.20899], [-4.45324, 0.17843, 2.57408], [-3.55565, -1.28449, 2.15438], [-2.09994, 2.02372, 0.61209], [-3.58263, 2.15420, 1.55246], [1.94657, 1.55923, -0.74506], [1.15398, 0.71360, -1.19610], [1.49082, 2.48190, 0.14534], [3.27382, 1.63327, -1.03442], [0.48838, 2.54993, 0.18545], [2.04411, 3.16207, 0.62845], [3.60649, 2.58065, -1.03924], [3.59405, 0.93698, -1.69005], [0.86305, -1.45946, -2.86576], [0.76647, -1.54281, -3.82055], [0.70683, -0.51862, -2.67741], [1.16576, -4.59681, 0.30484], [1.06720, -5.53146, 0.52501], [1.93887, -4.31400, 0.80587]], "orbital_gap_ev": 10.282, "homo_ha": -0.48027, "charge": 1}

=====

[5]
{"formula": "C2H12N4Si", "method": "ωB97M-V/def2-TZVPD", "symbols": ["C", "C", "N", "N", "N", "N", "Si", "H", "H", "H", "H", "H", "H", "H", "H", "H", "H", "H", "H"], "coordinates": [[-1.49850, 1.62865, -0.16361], [-0.86799, -1.60728, 0.17355], [0.80790, 0.37553, 2.55184], [1.16053, -1.16199, -2.03208], [1.20139, 0.67789, 1.13268], [0.42720, 0.04514, -1.86215], [-0.28528, 0.16808, -0.28690], [-2.28517, 1.51264, -0.76409], [-1.80703, 1.88203, 0.75461], [-1.14231, 2.55237, -0.44362], [-0.63704, -2.23138, -0.58586], [-0.31449, -2.02940, 0.93532], [-1.80000, -1.56246, 0.57796], [-0.12713, 0.26779, 2.84866], [1.29283, 1.03316, 3.09198], [2.01037, -1.12647, -1.46301], [1.39304, -1.24532, -2.98470], [2.06894, 0.17927, 1.17508], [0.40273, 0.64175, -2.65565]], "orbital_gap_ev": 8.253, "homo_ha": -0.26984, "smiles": "C[Si](C)(NN)NN"}

=====

[6]
{"formula": "C2H12N6", "method": "ωB97M-V/def2-TZVPD", "symbols": ["C", "C", "N", "N", "N", "N", "N", "N", "H", "H", "H", "H", "H", "H", "H", "H", "H", "H", "H", "H"], "coordinates": [[-1.13018, -1.49964, -0.35068], [0.97002, -0.25963, -0.21742], [0.23392, -1.37453, 0.07922], [0.85174, -2.41503, 0.69317], [-2.11140, -0.33875, -2.14083], [1.61375, 3.23889, 1.12559], [-1.87417, -0.38200, -0.80310], [1.43685, 2.04368, 1.51223], [-1.15836, -2.18504, -1.20337], [-1.72685, -2.05691, 0.41161], [0.51465, 0.68952, -0.44541], [2.03361, -0.28375, 0.04111], [1.81584, -2.24876, 0.78703], [0.45769, -3.30928, 0.59294], [-2.93948, 0.17606, -2.44829], [-1.99847, -1.30256, -2.59281], [2.04364, 3.98676, 1.66484], [1.44358, 3.48767, 0.16699], [-2.53114, 0.08614, -0.08542], [1.82402, 1.77946, 2.45985]], "orbital_gap_ev": [3.100, 3.102], "homo_ha": [-0.51662, -0.51665], "charge": 2}

=====

[7]
{"formula": "C2H12NO2", "method": "ωB97M-V/def2-TZVPD", "symbols": ["C", "C", "N", "H", "H", "H", "H", "H", "H", "H", "H", "H", "H", "O", "H", "H", "O"], "coordinates": [[1.73926, -0.24629, 1.34572], [1.15536, -0.96440, 0.16968], [-0.13453, -0.09335, -0.12291], [2.61641, -0.90783, 1.81776], [2.26727, 0.76820, 1.22482], [1.09932, -0.37209, 2.28019], [1.87946, -0.93993, -0.61713], [0.78345, -1.94676, 0.35141], [-0.75732, -0.36932, 0.56399], [-0.68549, -0.21143, -0.98278], [0.06057, 0.96723, -0.09372], [-1.16236, 2.62933, 1.10281], [-2.55030, 2.11684, 0.73717], [-1.56733, 1.82292, 0.72343], [-1.13893, -1.44512, -3.00937], [-2.23943, -0.17077, -2.87577], [-1.36542, -0.63724, -2.61530]], "spin_multiplicity": 2, "orbital_gap_ev": [3.417, 11.911], "homo_ha": [-0.09819, -0.41715]}

=====

[8]
{"formula": "C2H12NO2", "method": "ωB97M-V/def2-TZVPD", "symbols": ["C", "C", "N", "H", "H", "H", "H", "H", "H", "H", "H", "H", "H", "O", "H", "H", "O"], "coordinates": [[1.27096, 0.86310, -1.02505], [-0.07812, 0.28727, -0.68716], [0.04481, -0.87175, 0.30517], [1.63849, 0.49677, -1.97925], [1.18997, 1.92651, -0.98823], [2.06474, 0.63458, -0.31065], [-0.76597, 0.95409, -0.17641], [-0.64108, -0.05117, -1.54886], [-0.12808, -0.59526, 1.26791], [0.99364, -1.25740, 0.33043], [-0.52170, -1.66661, 0.01247], [1.61208, -3.27838, 2.05706], [2.06781, -2.04039, 2.80739], [1.56365, -2.31039, 2.02505], [-3.12802, 2.77242, -0.34393], [-2.93334, 2.41132, -1.79942], [-2.61943, 2.18870, -0.91750]], "orbital_gap_ev": 11.703, "homo_ha": -0.54772, "charge": 1}

=====

[9]
{"formula": "C2H12NO2S", "method": "ωB97M-V/def2-TZVPD", "symbols": ["C", "C", "S", "N", "H", "H", "H", "H", "H", "H", "H", "H", "H", "H", "O", "H", "H", "O"], "coordinates": [[-0.38358, 1.26460, -0.78222], [-0.28014, 1.18593, 0.73784], [1.26062, 0.15065, 1.25170], [-0.43036, -0.16308, -1.22262], [-1.22044, 1.86940, -1.06077], [0.62644, 1.68730, -1.20270], [-0.15644, 2.11997, 1.16289], [-1.17990, 0.61034, 0.94971], [1.21050, 0.77290, 2.51179], [-1.11585, -0.69825, -0.60554], [-0.67762, -0.36133, -2.17377], [0.65746, -0.58910, -1.15000], [2.12805, -2.25841, -1.98683], [2.76733, -0.78510, -2.39263], [2.01624, -1.29944, -2.19997], [-3.87858, -1.37954, 1.26103], [-3.56167, 0.05653, 1.42202], [-3.11303, -0.82765, 1.20774]], "orbital_gap_ev": 9.961, "homo_ha": -0.47993, "charge": 1}

=====

[10]
{"formula": "C2H12NO3", "method": "ωB97M-V/def2-TZVPD", "symbols": ["C", "C", "N", "H", "H", "H", "H", "H", "H", "H", "H", "O", "H", "H", "O", "H", "H", "O"], "coordinates": [[0.13832, 1.18612, 0.25341], [1.40823, 1.16544, -0.09637], [-0.84762, 0.15983, 0.36551], [-0.16166, 1.99304, 0.81630], [2.05375, 1.77233, 0.57130], [1.81654, 0.47108, -0.92231], [-1.81430, 0.66891, 0.54247], [-0.84322, -0.48932, -0.47553], [-0.71585, -0.52147, 1.16165], [0.48391, -1.81964, -3.21495], [1.47951, -1.51182, -2.10492], [0.63048, -1.23920, -2.44498], [2.60956, -3.06857, 0.24440], [2.46655, -1.73288, 1.19158], [2.46377, -2.18658, 0.20377], [-4.24618, 1.48162, 0.79269], [-3.46713, 2.24549, 1.79269], [-3.45464, 1.42563, 1.32329]], "spin_multiplicity": 2, "orbital_gap_ev": [4.035, 8.607], "homo_ha": [-0.12841, -0.30389]}

=====

[11]
{"formula": "C2H12NO3", "method": "ωB97M-V/def2-TZVPD", "symbols": ["C", "O", "C", "N", "H", "H", "H", "H", "H", "H", "H", "H", "H", "H", "O", "H", "H", "O"], "coordinates": [[-1.53777, 0.22677, -1.55114], [-1.46830, -1.13346, -1.19168], [-0.36168, 0.93501, -0.84095], [-0.26457, 0.37304, 0.57437], [-2.45967, 0.68996, -1.20326], [-1.31622, 0.39180, -2.60502], [-2.10820, -1.62543, -1.72133], [0.56874, 0.67848, -1.31830], [-0.57706, 1.99626, -0.74850], [0.47266, -0.33817, 0.49503], [-1.08041, -0.19354, 0.80089], [0.07044, 0.94345, 1.35530], [2.13632, 0.85555, 2.37620], [1.35561, 1.19617, 3.63520], [1.37621, 1.37027, 2.68335], [2.58544, -1.88501, -0.11143], [1.30695, -2.21146, -0.85138], [1.70278, -1.52753, -0.29582]], "orbital_gap_ev": 12.056, "homo_ha": -0.55282, "charge": 1}

=====

[12]
{"formula": "C2H12NSi2", "method": "ωB97M-V/def2-TZVPD", "symbols": ["C", "C", "N", "Si", "Si", "H", "H", "H", "H", "H", "H", "H", "H", "H", "H", "H", "H"], "coordinates": [[0.54902, -0.91682, 0.33809], [-0.34181, 0.01099, -0.43869], [1.96085, -0.75975, -0.19743], [-2.26225, -0.52570, -0.03289], [-0.04256, 1.90259, 0.11946], [0.42108, -1.95862, 0.16062], [0.51877, -0.66051, 1.47138], [0.00124, -0.31463, -1.51929], [2.23674, 0.27346, -0.12986], [1.70197, -1.02931, -1.20353], [2.74810, -1.34761, 0.13937], [-2.32981, -0.62538, 1.33072], [-2.94406, 0.73282, -0.37029], [-2.48153, -1.88033, -0.51357], [1.25464, 2.38727, -0.38069], [-0.08922, 1.73826, 1.56081], [-0.76285, 3.10186, -0.17020]], "orbital_gap_ev": 10.834, "homo_ha": -0.53213, "charge": 1, "smiles": "[NH3+]CC([SiH3])[SiH3]"}

=====

Values for F_max, eV/Å, ordered as above
5.87 2.14 3.47 1.97 4.27 6.39 5.10 1.31 3.71 6.95 1.58 3.52
Values for energy relative to the best compared isomer or geometry (same formula, charge and spin), eV, ordered as above
2.1828 0.3228 4.1072 0.0929 0.6687 1.7393 1.1102 0.5863 1.3455 2.9463 0.2317 2.1696